(1)
Formula: C5H11NO2
Source: the OMol25 dataset
Level of theory: ωB97M-V/def2-TZVPD

```
19
Properties=species:S:1:pos:R:3
C 0.861 -0.291 -1.681
C -0.273 0.122 -0.762
O 0.267 2.289 -1.131
O -1.466 -0.315 -1.385
N -0.244 1.380 -0.170
H 0.616 3.005 -0.586
H -2.167 0.267 -1.064
H 0.844 -1.375 -1.801
H 0.727 0.160 -2.663
H 1.823 0.019 -1.276
C 1.014 -0.689 1.534
C -0.312 -0.778 0.804
C -1.439 -0.166 1.387
H -0.515 -1.755 0.365
H 1.000 -1.317 2.428
H 1.210 0.340 1.835
H 1.838 -1.027 0.904
H -2.442 -0.444 1.094
H -1.340 0.573 2.169
```

Results
Energy above the lowest of the compared OMol25 structures with the same formula, charge and spin ... 131.3 kcal per mole
Charge ... 0
HOMO-LUMO gap (alpha / beta) ... 9.2 / 7.4 eV
DFT total energy ... -402.1689 Ha

=====

(2)
Formula: C2H4N2OS2
Source: the OMol25 dataset
Level of theory: ωB97M-V/def2-TZVPD

```
11
Properties=species:S:1:pos:R:3
C -0.258 0.228 0.302
C 0.015 -1.218 0.001
H -0.960 1.496 1.716
H -1.165 -0.174 2.056
H 0.259 1.626 -2.243
H 2.024 -0.484 -1.054
N -0.629 0.535 1.589
N -0.129 1.208 -0.535
O 0.287 0.806 -1.756
S 1.591 -1.676 -0.576
S -1.037 -2.347 0.502
```

Results
Energy above the lowest of the compared OMol25 structures with the same formula, charge and spin ... 49.3 kcal per mole
Charge ... 0
HOMO-LUMO gap ... 8.0 eV
DFT total energy ... -1059.6648 Ha
SMILES string ... N/C(=N/O)C(=S)S

=====

(3)
Formula: C21H45N2P3RuSSe
Source: the OMol25 dataset
Level of theory: ωB97M-V/def2-TZVPD

```
74
Properties=species:S:1:pos:R:3
Ru -0.191 -0.277 -0.314
P 0.190 1.584 0.990
P -2.382 0.067 -0.186
P 2.031 -0.541 -0.454
H -1.551 -3.503 -6.162
C -0.880 -4.192 -5.648
C -0.648 -4.195 -4.318
H -1.250 -3.609 -3.639
C 0.262 3.276 0.219
C -1.111 1.899 2.273
C 1.667 1.838 2.116
C -2.919 -1.009 -1.542
C -3.477 -0.479 1.182
C -3.115 1.704 -0.574
C 2.473 -1.776 -1.713
C 2.856 -1.184 1.046
C 3.084 0.885 -0.943
H -0.471 -4.979 -6.293
H 0.067 -4.921 -3.906
H 0.346 4.053 0.994
H -0.637 3.479 -0.374
H 1.142 3.358 -0.433
H -0.802 2.725 2.929
H -1.226 1.002 2.888
H -2.077 2.167 1.838
H 1.495 2.729 2.735
H 2.594 2.011 1.566
H 1.818 0.994 2.795
H -3.970 -0.820 -1.775
H -2.756 -2.047 -1.232
H -2.297 -0.766 -2.413
H -4.499 -0.596 0.791
H -3.481 0.264 1.983
H -3.140 -1.438 1.584
H -4.209 1.600 -0.621
H -2.739 2.076 -1.534
H -2.867 2.450 0.193
H 3.564 -1.909 -1.749
H 2.120 -1.417 -2.687
H 1.994 -2.727 -1.447
H 3.625 -1.899 0.738
H 2.131 -1.715 1.675
H 3.311 -0.365 1.617
H 4.104 0.533 -1.160
H 3.132 1.637 -0.148
H 2.670 1.344 -1.848
C 0.323 0.975 -4.405
C 0.094 -0.414 -4.434
C 0.241 -1.119 -5.634
C 0.660 -0.469 -6.807
C 0.893 0.923 -6.764
C 0.726 1.637 -5.579
Se -0.013 2.071 -2.894
H -0.361 0.831 -1.982
H -0.227 -0.905 -3.511
H 0.016 -2.173 -5.661
H 0.804 -0.998 -7.746
H 1.196 1.460 -7.657
H 0.863 2.725 -5.535
S -0.515 -2.376 0.735
C -0.748 -2.151 2.440
N -0.045 -1.236 3.141
C -0.434 -0.840 4.490
C -0.841 -2.075 5.262
C -1.893 -2.867 4.530
N -1.590 -2.972 3.094
H 0.538 -0.592 2.607
H -1.250 -0.100 4.482
H 0.430 -0.364 4.962
H -1.243 -1.796 6.236
H 0.035 -2.707 5.431
H -2.878 -2.391 4.616
H -1.962 -3.879 4.933
H -2.115 -3.621 2.524
```

Results
Energy above the lowest of the compared OMol25 structures with the same formula, charge and spin ... 0.0 kcal per mole
2S+1 ... 5
Charge ... +4
HOMO-LUMO gap (alpha / beta) ... 5.6 / 3.8 eV
DFT total energy ... -4853.6684 Ha